20
Properties=species:S:1:pos:R:3 method="wB97M-V/def2-TZVPD" multiplicity=1 relative_energy_kcal_mol=23.3 smiles="C[C@@H]1CCC=C1[S@@](=N)(=O)Cl"
C 0.000 1.663 0.935
C 0.015 0.121 1.007
C 1.389 -0.323 0.292
C 0.910 -0.867 -1.062
C -0.556 -0.817 -1.077
C -1.002 -0.363 0.069
S -3.098 -0.294 0.475
N -3.386 -1.741 0.314
O -3.573 0.517 1.543
Cl -3.385 0.680 -1.466
H 1.069 2.061 1.152
H -0.754 2.143 1.517
H -0.315 1.815 -0.096
H -0.052 -0.407 1.993
H 2.035 -1.007 0.768
H 2.002 0.557 0.145
H 1.211 -1.921 -1.186
H 1.316 -0.280 -1.911
H -1.275 -1.111 -1.926
H -4.024 -2.420 0.769

23
Properties=species:S:1:pos:R:3 method="wB97M-V/def2-TZVPD" total_charge=+2 total_energy_ha=-1700.34483 multiplicity=5 s_squared=6.002
O 0.862 2.437 0.652
C 1.752 1.643 0.476
O 1.677 0.315 0.434
C 0.767 -0.345 1.358
C 0.427 -1.731 0.856
C -0.166 -1.857 -0.557
C -0.911 -0.660 -1.112
O -1.945 -0.263 -0.200
C -2.494 0.922 -0.403
O -2.259 1.665 -1.325
O -3.355 1.165 0.578
H -0.112 0.301 1.446
H 1.288 -0.405 2.321
H -0.286 -2.121 1.596
H 1.320 -2.370 0.921
H -0.822 -2.739 -0.580
H 0.634 -2.065 -1.282
H -1.373 -0.917 -2.074
H -0.246 0.197 -1.273
H -3.789 2.013 0.419
Er 4.083 -0.015 -1.007
O 2.668 1.965 -0.443
H 2.279 2.866 -0.801

18
Properties=species:S:1:pos:R:3 method="wB97M-V/def2-TZVPD" multiplicity=1 relative_energy_kcal_mol=3.5 smiles="CN1CC=C[C@@H](F)C1"
C 0.017 1.807 0.719
N 0.633 0.524 1.040
C -0.296 -0.415 1.662
C -1.202 -1.104 0.664
C -0.916 -1.145 -0.646
C 0.352 -0.556 -1.183
F 0.019 0.535 -2.018
C 1.291 -0.100 -0.091
H -0.821 1.731 0.002
H -0.322 2.306 1.633
H 0.769 2.473 0.273
H -0.932 0.135 2.402
H 0.246 -1.199 2.230
H -2.128 -1.577 1.030
H -1.574 -1.619 -1.363
H 0.845 -1.278 -1.828
H 1.837 -0.971 0.272
H 2.006 0.593 -0.514

23
Properties=species:S:1:pos:R:3 method="wB97M-V/def2-TZVPD" multiplicity=1 relative_energy_kcal_mol=174.5 smiles="C#CNS(=O)(=O)F.CCOC(C)=O"
C 2.749 1.197 -3.598
C 1.482 0.626 -3.270
N 0.065 0.277 -2.769
S -0.975 1.448 -3.540
O -2.426 0.838 -3.555
O -0.499 1.773 -4.994
F -1.052 2.890 -2.614
H 3.690 1.931 -3.637
H 0.124 0.398 -1.734
C -0.763 -2.074 3.189
C 0.341 -1.036 3.244
O 1.068 -0.994 2.003
C 0.688 -0.290 0.916
C -0.700 0.280 0.864
O 1.441 -0.181 -0.051
H -1.500 -1.839 2.417
H -1.279 -2.139 4.151
H -0.350 -3.057 2.943
H -0.026 -0.042 3.518
H 1.061 -1.322 4.019
H -1.352 -0.412 0.325
H -0.662 1.234 0.330
H -1.125 0.495 1.843

18
Properties=species:S:1:pos:R:3 method="wB97M-V/def2-TZVPD" multiplicity=1 relative_energy_kcal_mol=46.3
C 0.679 1.749 1.020
C -0.690 -1.462 -0.954
C 0.132 0.763 -1.908
C -0.028 -0.278 2.314
C -0.686 0.015 -0.937
C 0.740 0.388 1.224
N 0.587 2.869 0.753
I 2.567 -0.529 0.655
H 0.314 -1.862 -1.104
H -1.117 -1.876 -0.042
H -1.305 -1.819 -1.787
H 0.238 1.807 -1.612
H -0.354 0.748 -2.893
H 1.121 0.312 -2.026
H 0.535 -0.264 3.255
H -0.972 0.243 2.474
H -0.229 -1.323 2.068
H -1.534 0.520 -0.501

18
Properties=species:S:1:pos:R:3 method="wB97M-V/def2-TZVPD" multiplicity=3 relative_energy_kcal_mol=27.5 s_squared=2.006
C -1.088 0.752 -1.451
C 1.207 -1.568 -0.519
C -0.945 -0.994 0.772
C -0.275 1.945 0.670
C 0.434 -0.517 0.227
C 0.156 0.865 -0.329
N -1.782 0.455 -2.300
I 1.781 1.563 -1.724
H 0.757 -1.802 -1.503
H 2.178 -1.204 -0.718
H 1.438 -2.576 0.052
H -1.489 -0.055 1.078
H -0.645 -1.576 1.641
H -1.526 -1.669 -0.019
H 0.189 1.863 1.616
H 0.041 3.001 0.349
H -1.406 1.905 0.899
H 0.975 -0.389 1.258

26
Properties=species:S:1:pos:R:3 method="wB97M-V/def2-TZVPD" total_charge=+1 multiplicity=5 relative_energy_kcal_mol=19.9 s_squared=6.027
Ir -0.267 -0.121 -0.100
N 1.662 -1.370 -0.211
C 2.834 -0.705 -0.820
C 3.235 0.582 -0.105
C 2.342 1.782 -0.398
N 1.069 1.722 0.358
H 1.892 -1.724 0.712
H 1.398 -2.172 -0.777
H 2.587 -0.484 -1.859
H 3.685 -1.389 -0.818
H 4.243 0.835 -0.435
H 3.284 0.408 0.976
H 2.104 1.818 -1.462
H 2.884 2.696 -0.144
H 0.533 2.565 0.178
H 1.279 1.719 1.352
O -5.751 0.007 4.023
C -4.828 0.023 3.284
S -3.304 -0.905 3.605
C -2.485 -0.418 2.177
C -3.149 0.445 1.307
S -2.487 1.084 -0.107
S -4.769 0.917 1.747
S -0.894 -1.046 1.939
O -0.131 0.030 -1.992
O -0.777 -1.098 -1.989

23
Properties=species:S:1:pos:R:3 method="wB97M-V/def2-TZVPD" total_charge=+3 multiplicity=7 relative_energy_kcal_mol=0.0 s_squared=12.007
O 1.406 -2.021 1.829
C 0.398 -2.517 1.188
O -0.754 -1.961 1.320
C -0.949 -0.529 1.122
C -1.494 -0.262 -0.265
C -0.451 -0.112 -1.373
C 0.660 0.866 -1.085
O 0.023 2.175 -0.779
C 0.707 3.167 -0.418
O 1.986 3.086 -0.326
O 0.111 4.258 -0.141
H -0.006 -0.013 1.330
H -1.685 -0.256 1.884
H -2.106 0.650 -0.192
H -2.184 -1.074 -0.531
H -0.943 0.189 -2.307
H 0.035 -1.074 -1.590
H 1.299 1.021 -1.961
H 1.266 0.608 -0.209
H 0.677 4.988 0.170
Mn -0.574 -4.792 -0.243
O 0.492 -3.651 0.679
H 2.086 -2.746 1.899

17
Properties=species:S:1:pos:R:3 method="wB97M-V/def2-TZVPD" total_charge=+1 multiplicity=1 relative_energy_kcal_mol=84.2 smiles="CC[C@@H](C)C1=[N+]=C1"
C 1.010 0.740 1.393
C -0.339 0.042 1.281
C -0.559 -0.504 -0.132
C -1.914 -0.703 -0.779
C 0.517 0.217 -1.114
N 0.998 -0.002 -2.404
C 1.769 0.613 -1.543
H 1.028 1.499 0.645
H 0.958 1.138 2.412
H 1.733 0.003 1.115
H -1.047 0.703 1.491
H -0.404 -0.853 1.842
H -0.073 -1.470 -0.343
H -1.660 -0.822 -1.853
H -2.261 -1.612 -0.257
H -2.563 0.095 -0.400
H 2.806 0.916 -1.358

17
Properties=species:S:1:pos:R:3 method="wB97M-V/def2-TZVPD" total_charge=+1 multiplicity=1 relative_energy_kcal_mol=94.6 smiles=CC#C[N+]1(C)CC1
C 2.821 0.490 -1.535
C 1.487 0.419 -0.883
C 0.552 -0.288 -0.284
N -0.635 -0.233 0.369
C -0.735 -1.202 1.489
C -1.487 1.023 0.525
C -1.950 -0.086 -0.342
H 3.154 1.577 -1.524
H 3.717 -0.068 -1.013
H 2.529 0.126 -2.588
H -1.011 -2.196 1.188
H 0.396 -1.282 1.890
H -1.342 -0.706 2.181
H -0.898 1.845 0.217
H -1.949 1.080 1.449
H -2.786 -0.592 0.236
H -1.862 0.092 -1.376

17
Properties=species:S:1:pos:R:3 method="wB97M-V/def2-TZVPD" total_charge=+1 multiplicity=1 relative_energy_kcal_mol=100.9
C 3.166 -1.102 0.678
C 2.106 -0.430 0.386
C -1.113 -0.622 -0.612
C -2.143 -0.664 0.378
C -3.187 0.260 0.266
C 1.029 1.558 -0.437
N 1.196 0.158 -0.200
H 3.567 -1.369 1.716
H -0.511 -1.559 -0.923
H -0.919 0.172 -1.449
H -2.268 -1.652 0.951
H -3.515 1.083 -0.358
H 3.809 -1.600 -0.118
H -3.976 0.144 1.123
H 0.384 1.635 -1.290
H 0.441 1.809 0.479
H 1.935 2.178 -0.590

17
Properties=species:S:1:pos:R:3 method="wB97M-V/def2-TZVPD" total_charge=+1 multiplicity=1 relative_energy_kcal_mol=139.4
C 0.743 -0.648 -1.827
C -1.292 1.397 -0.270
C 0.505 1.934 0.968
C -0.734 1.125 1.107
C 0.126 1.053 -0.258
C 0.353 -2.772 0.614
N 0.804 0.024 -0.740
H 1.264 -1.622 -1.973
H -0.061 -0.292 -2.590
H -2.007 0.695 -0.680
H -1.537 2.430 -0.348
H 0.495 2.940 0.586
H 1.278 1.625 1.639
H -0.747 0.385 1.900
H 0.393 -1.927 1.222
H 0.690 -3.716 0.881
H -0.274 -2.629 -0.229

17
Properties=species:S:1:pos:R:3 method="wB97M-V/def2-TZVPD" total_charge=+1 multiplicity=1 relative_energy_kcal_mol=94.0
C 0.802 -1.141 0.394
C 1.658 -0.218 -0.052
C -0.372 0.503 -0.260
C 3.001 0.345 -0.343
C -1.365 1.537 -0.495
C -1.734 -1.387 0.495
N -0.508 -0.680 0.232
H 1.016 -2.140 0.946
H 2.985 1.275 -0.876
H 3.545 -0.427 -1.087
H 3.546 0.465 0.530
H -0.944 2.410 -1.034
H -1.636 1.941 0.437
H -2.398 1.167 -0.924
H -2.473 -1.291 -0.372
H -2.237 -0.757 1.112
H -1.644 -2.341 0.826

17
Properties=species:S:1:pos:R:3 method="wB97M-V/def2-TZVPD" total_charge=+1 multiplicity=3 relative_energy_kcal_mol=171.5 s_squared=2.008
C 1.979 0.843 -0.143
C 2.710 1.124 0.782
C -0.377 -0.493 -1.469
C -0.779 0.331 -0.295
C -0.871 1.672 0.105
C -0.929 -1.979 0.871
N -0.657 -0.942 -0.019
H 1.385 0.181 -0.689
H 3.492 1.654 1.245
H -1.141 -0.862 -2.130
H 0.651 -0.713 -1.709
H -1.620 1.955 0.814
H -1.042 2.257 -0.887
H 0.176 1.643 0.536
H -1.920 -1.896 1.196
H -0.847 -2.795 0.149
H -0.214 -1.980 1.644

17
Properties=species:S:1:pos:R:3 method="wB97M-V/def2-TZVPD" total_charge=+1 multiplicity=3 relative_energy_kcal_mol=95.0 s_squared=2.009
C 1.328 0.153 -0.151
C 0.092 -0.010 0.723
C 0.710 0.150 -1.528
C -0.899 -0.161 -0.145
C 0.140 -0.222 2.213
C -2.273 -0.258 -0.438
N 1.609 0.395 -2.501
H 1.966 1.060 0.021
H 1.874 -0.751 -0.137
H -0.199 -1.221 2.455
H -0.488 0.571 2.731
H 1.277 -0.215 2.408
H -2.365 0.144 -1.529
H -2.982 0.471 0.045
H -2.783 -1.234 -0.527
H 2.512 0.540 -2.199
H 1.317 0.356 -3.447

18
Properties=species:S:1:pos:R:3 method="wB97M-V/def2-TZVPD" multiplicity=1 relative_energy_kcal_mol=60.3 smiles="C=C=N[C@](C)(N)C=C"
C -2.216 -0.457 -1.930
C -1.399 -0.595 -0.915
N -0.727 -1.140 -0.040
C 0.396 -0.383 0.480
C 1.699 -1.040 0.007
N 0.263 -0.332 1.910
C 0.227 1.044 -0.163
C -0.153 2.116 0.528
H -3.069 0.195 -1.868
H -2.070 -1.012 -2.841
H 1.752 -1.049 -1.080
H 2.555 -0.488 0.395
H 1.731 -2.069 0.363
H 1.071 0.091 2.349
H -0.158 -1.175 2.278
H 0.654 1.151 -1.153
H -0.047 3.116 0.138
H -0.509 2.026 1.541

18
Properties=species:S:1:pos:R:3 method="wB97M-V/def2-TZVPD" multiplicity=1 relative_energy_kcal_mol=178.6 smiles="C1=NN2C[C@@H]2CCC1"
C 0.503 1.758 -0.235
N -0.834 1.765 0.059
N -1.220 0.560 0.693
C -2.453 -0.281 -0.005
C -1.029 -0.539 -0.324
C 0.126 -1.458 0.072
C 1.588 -0.902 -0.047
C 1.538 0.805 0.223
H 0.662 2.601 -0.744
H -2.852 0.746 -0.726
H -3.427 -0.959 0.576
H -0.869 -0.146 -1.233
H 0.238 -1.913 1.134
H -0.059 -2.318 -0.747
H 2.347 -1.160 0.891
H 2.080 -0.705 -1.024
H 1.120 0.962 1.340
H 2.542 1.185 0.096

18
Properties=species:S:1:pos:R:3 method="wB97M-V/def2-TZVPD" multiplicity=1 relative_energy_kcal_mol=188.2
C -0.353 -0.553 1.182
C -1.432 -0.141 0.195
C -0.620 0.803 -1.882
C 0.323 0.565 -0.889
C 1.528 -0.199 -0.468
C 1.086 -1.002 0.742
H -1.078 -1.296 2.172
H -0.440 0.460 1.819
H -2.519 -0.652 0.313
H -1.705 0.836 0.259
H -1.241 1.811 -1.267
H -0.335 0.487 -3.009
H 0.063 1.169 -0.063
H 2.213 -0.613 -1.271
H 1.774 0.753 1.474
H 1.509 -2.075 0.795
N -0.854 -0.384 -1.001
N 2.081 0.032 0.898

18
Properties=species:S:1:pos:R:3 method="wB97M-V/def2-TZVPD" multiplicity=1 relative_energy_kcal_mol=4.2 smiles=Cc1nc(C)c(C)[nH]1
C -2.223 -0.097 1.925
C -1.200 -0.187 0.861
N -1.361 -0.427 -0.389
C -0.122 -0.070 -0.939
C -0.011 0.110 -2.413
C 0.863 -0.015 0.017
C 2.340 0.144 -0.127
N 0.236 -0.054 1.229
H -3.214 -0.128 1.479
H -2.114 -0.931 2.619
H -2.105 0.830 2.485
H -0.660 0.919 -2.747
H 1.015 0.342 -2.690
H -0.322 -0.797 -2.932
H 2.724 -0.497 -0.919
H 2.600 1.175 -0.370
H 2.838 -0.121 0.805
H 0.717 -0.193 2.106

18
Properties=species:S:1:pos:R:3 method="wB97M-V/def2-TZVPD" multiplicity=1 relative_energy_kcal_mol=165.7 smiles=C1CN2C[C@@H]2[C@H]2N[C@@H]12
C -0.513 -1.331 -0.646
C -1.201 0.030 -0.644
N -0.306 1.115 -0.611
C 0.101 2.359 0.082
C 0.323 0.922 0.703
C 1.223 -0.224 0.554
N 0.892 -1.330 1.216
C 0.811 -1.343 -0.206
H -0.496 -1.428 -1.833
H -1.117 -2.017 -0.218
H -1.646 0.146 -1.831
H -2.025 0.191 0.176
H -0.577 2.804 0.737
H 0.977 2.798 -0.547
H -0.208 0.841 1.569
H 2.203 -0.288 0.761
H -0.029 -1.369 1.565
H 1.587 -1.877 -0.826